(1)
{
  "formula": "C20H44O4S2",
  "method": "ωB97M-V with the def2-TZVPD basis set",
  "charge": 0,
  "max_force_ev_per_a": 0.240,
  "gap_ev": 10.12,
  "smiles": "O=S1(=O)OCC[C@@H](CCCCO)[C@H]1S.CCCCCC.CCCCCC",
  "lumo_ev": 0.5,
  "elements": ["O", "S", "O", "O", "C", "C", "C", "C", "C", "C", "C", "O", "C", "S", "H", "H", "H", "H", "H", "H", "H", "H", "H", "H", "H", "H", "H", "H", "H", "H", "C", "C", "C", "C", "C", "C", "H", "H", "H", "H", "H", "H", "H", "H", "H", "H", "H", "H", "H", "H", "C", "C", "C", "C", "C", "C", "H", "H", "H", "H", "H", "H", "H", "H", "H", "H", "H", "H", "H", "H"],
  "positions_angstrom": [[-3.584225, 2.215546, -0.145726], [-2.624074, 1.168587, -0.030471], [-2.971081, -0.099745, 0.530796], [-1.435522, 1.787839, 0.806069], [-0.238615, 0.984755, 0.967637], [0.139274, 0.266372, -0.323789], [-0.316791, 1.101796, -1.525531], [0.451588, 0.826124, -2.835389], [1.093386, 2.064459, -3.480341], [0.168435, 2.853996, -4.410467], [-0.849962, 3.764460, -3.715902], [-0.471797, 5.127945, -3.903031], [-1.847489, 0.939528, -1.658675], [-2.252568, -0.670890, -2.391560], [0.516104, 1.722825, 1.234684], [-0.380041, 0.301172, 1.803791], [1.219814, 0.116474, -0.333235], [-0.325844, -0.721357, -0.366249], [-0.156798, 2.149686, -1.257124], [-0.213410, 0.364205, -3.568514], [1.224975, 0.083385, -2.629891], [1.966523, 1.740935, -4.050031], [1.475533, 2.731468, -2.699158], [0.768446, 3.504599, -5.048828], [-0.348108, 2.155844, -5.074497], [-0.905603, 3.546521, -2.646972], [-1.850811, 3.612844, -4.131717], [-0.622689, 5.614772, -3.093492], [-2.284007, 1.733934, -2.262109], [-3.549613, -0.664919, -2.053788], [3.454739, 1.309118, 1.835836], [2.913470, 1.714886, 3.201756], [2.575382, 3.201543, 3.304703], [3.756864, 4.145986, 3.074282], [4.951247, 3.914103, 3.998870], [4.620106, 4.087422, 5.476784], [4.392777, 1.813747, 1.600927], [3.638028, 0.234950, 1.783271], [2.741954, 1.566955, 1.047083], [3.634942, 1.440287, 3.975971], [2.010026, 1.137629, 3.419075], [2.134078, 3.397524, 4.285141], [1.794754, 3.440614, 2.573754], [3.405572, 5.174847, 3.200603], [4.091069, 4.069394, 2.035913], [5.744204, 4.613532, 3.722290], [5.362948, 2.914391, 3.831759], [4.224089, 5.086575, 5.671844], [5.506176, 3.952722, 6.097994], [3.873634, 3.365121, 5.811222], [-3.475911, -3.412228, 0.329871], [-2.401065, -4.479375, 0.503855], [-1.814962, -4.967194, -0.821036], [-2.827142, -5.605057, -1.774820], [-3.602242, -6.785217, -1.190608], [-2.712209, -7.948016, -0.766503], [-4.338668, -3.796894, -0.217433], [-3.832510, -3.045346, 1.292882], [-3.075949, -2.553573, -0.210466], [-2.801191, -5.324908, 1.071297], [-1.586764, -4.071665, 1.109752], [-1.007272, -5.675801, -0.616954], [-1.349556, -4.117348, -1.331923], [-2.296252, -5.939211, -2.672318], [-3.538771, -4.846336, -2.111779], [-4.319992, -7.134305, -1.937611], [-4.197344, -6.450790, -0.336041], [-2.119280, -8.311536, -1.609111], [-3.304992, -8.782986, -0.390888], [-2.019014, -7.656718, 0.024264]],
  "forces_ev_per_angstrom": [[-0.08, -0.03, -0.01], [0.06, -0.06, 0.03], [-0.01, 0.02, 0.01], [0.00, 0.14, -0.02], [0.07, -0.08, 0.04], [-0.01, -0.03, 0.00], [-0.06, 0.05, 0.07], [-0.05, -0.02, 0.01], [-0.01, 0.04, 0.04], [-0.04, 0.00, 0.03], [-0.04, 0.01, -0.02], [0.19, -0.12, -0.10], [0.07, 0.03, -0.06], [-0.08, 0.03, 0.00], [-0.03, -0.01, 0.02], [-0.06, -0.01, -0.03], [0.00, 0.06, -0.01], [0.03, -0.01, -0.01], [0.04, 0.00, -0.04], [0.06, -0.04, -0.03], [0.02, 0.03, 0.02], [-0.03, -0.02, -0.04], [0.05, -0.02, -0.01], [-0.02, 0.00, -0.02], [0.01, -0.02, 0.01], [-0.01, -0.02, 0.01], [0.00, 0.01, -0.01], [-0.12, 0.10, 0.12], [0.04, 0.02, 0.00], [0.01, -0.01, 0.00], [-0.02, -0.02, -0.02], [-0.02, 0.00, -0.01], [-0.01, 0.00, 0.00], [0.00, 0.01, -0.01], [0.00, 0.00, 0.00], [0.00, -0.01, 0.00], [0.00, 0.00, 0.02], [-0.01, 0.00, 0.00], [0.05, 0.01, -0.03], [0.00, 0.01, 0.01], [0.01, -0.01, 0.00], [0.00, 0.01, 0.00], [0.00, 0.00, 0.00], [0.01, 0.00, 0.00], [-0.01, 0.00, 0.00], [0.00, 0.00, 0.01], [0.00, 0.00, -0.01], [-0.01, 0.00, 0.00], [0.00, 0.01, 0.00], [0.00, 0.00, 0.00], [0.03, -0.04, 0.06], [0.01, 0.01, -0.01], [0.02, 0.01, -0.01], [0.00, 0.00, -0.01], [0.00, 0.00, 0.00], [0.00, 0.00, 0.01], [0.00, 0.01, -0.01], [0.00, -0.01, 0.00], [-0.04, -0.01, -0.02], [0.00, -0.01, -0.01], [-0.01, 0.00, 0.01], [0.00, -0.01, -0.01], [0.00, 0.00, 0.01], [0.00, -0.01, 0.00], [0.01, 0.01, 0.00], [0.00, 0.00, 0.00], [0.00, 0.01, 0.00], [0.01, 0.00, 0.00], [0.00, 0.00, -0.01], [0.00, 0.00, 0.00]],
  "lowdin_charge": [-0.25, 0.59, -0.28, -0.23, -0.17, -0.14, -0.36, -0.17, -0.19, -0.17, -0.25, -0.06, -0.62, 0.82, 0.10, 0.13, 0.12, 0.11, 0.13, 0.08, 0.12, 0.11, 0.12, 0.11, 0.11, 0.10, 0.12, 0.08, 0.08, -0.10, -0.11, -0.27, -0.23, -0.23, -0.27, -0.11, 0.07, 0.07, 0.05, 0.10, 0.10, 0.10, 0.10, 0.11, 0.10, 0.10, 0.10, 0.08, 0.07, 0.06, -0.11, -0.26, -0.23, -0.23, -0.27, -0.11, 0.07, 0.07, 0.03, 0.10, 0.10, 0.10, 0.10, 0.11, 0.10, 0.10, 0.10, 0.07, 0.07, 0.06]
}



(2)
{
  "formula": "C5H29NO9",
  "method": "ωB97M-V with the def2-TZVPD basis set",
  "charge": 0,
  "max_force_ev_per_a": 8.290,
  "gap_ev": 9.46,
  "e_above_lowest_kcal_mol": 128.38,
  "smiles": "C=NCCCC.O.O.O.O.O.O.O.O.O",
  "lumo_ev": 0.1,
  "elements": ["C", "N", "C", "C", "C", "C", "H", "H", "H", "H", "H", "H", "H", "H", "H", "H", "H", "O", "H", "H", "O", "H", "H", "O", "H", "H", "O", "H", "H", "O", "H", "H", "O", "H", "H", "O", "H", "H", "O", "H", "H", "O", "H", "H"],
  "positions_angstrom": [[0.760742, -0.491606, 0.119804], [-0.290592, -1.188239, 0.413493], [-1.461379, -0.897484, 1.263393], [-2.129700, 0.461628, 0.728724], [-1.866391, 0.681216, -0.783402], [-2.984835, 1.557558, -1.328431], [1.494350, -1.000465, -0.486515], [0.980964, 0.450038, 0.488539], [-2.209980, -1.661875, 1.408967], [-1.220431, -0.809514, 2.371186], [-1.941033, 1.323122, 1.266138], [-3.210577, 0.348647, 0.813746], [-2.006791, -0.272064, -1.383338], [-0.809832, 1.112718, -0.852254], [-3.901801, 0.924619, -1.325431], [-3.091685, 2.566163, -0.911152], [-2.881822, 1.471912, -2.414928], [0.999554, -3.686957, 1.551830], [1.615412, -3.979915, 0.875664], [0.314345, -3.326187, 1.047998], [-1.155491, -3.772954, -0.051452], [-1.150204, -2.757772, -0.272902], [-2.067883, -3.915511, 0.322207], [-0.116195, 1.732515, -2.981796], [-0.513632, 0.763103, -2.963836], [0.776636, 1.705733, -3.005042], [2.933783, 2.315875, -2.780117], [2.518351, 1.580986, -2.390726], [2.440376, 3.164618, -2.790957], [-1.482107, -0.733732, -3.494399], [-1.810030, -1.110993, -4.351428], [-1.480900, -1.550479, -2.874830], [3.237977, 1.712347, 2.812992], [2.463663, 1.964132, 2.243189], [3.870973, 1.634724, 2.148427], [2.673017, 1.693116, -0.387180], [2.397272, 2.549127, -0.213064], [3.665411, 1.925977, -0.317979], [0.606573, 0.972824, 2.875954], [1.116223, 1.160102, 3.546720], [0.320060, 0.031734, 2.887868], [1.313734, -1.240132, 3.013954], [1.355552, -2.010415, 2.375895], [1.928343, -1.398239, 3.784451]],
  "forces_ev_per_angstrom": [[-2.92, -2.78, 0.88], [0.74, -0.80, -0.30], [0.96, 3.64, 1.21], [-0.87, -3.39, -1.39], [0.23, 0.03, 1.08], [-0.21, -1.35, -1.43], [0.16, 0.05, -0.39], [0.33, 1.79, 0.80], [0.01, -0.80, -1.34], [0.37, 0.34, -1.28], [1.10, 1.64, 1.28], [-0.17, -0.26, 0.17], [0.76, 1.02, 1.11], [-1.76, -0.60, -0.55], [0.07, 0.77, 1.06], [-0.08, -0.38, -0.32], [0.41, 1.33, -0.15], [2.47, -0.65, 1.51], [0.19, -0.19, 0.08], [-2.30, 0.72, -1.33], [-2.03, 1.99, -0.41], [0.45, -2.26, 0.70], [1.44, 0.05, -0.57], [-5.63, -2.12, 0.20], [1.45, 2.82, -0.33], [4.26, -0.51, -0.39], [1.44, 2.48, -2.28], [-1.11, -0.65, 1.15], [0.02, -1.45, 0.28], [-0.53, -2.91, 0.29], [0.52, 0.66, 1.04], [0.08, 2.02, -1.51], [-2.45, 0.98, 0.41], [0.51, -0.62, 1.11], [2.15, -0.44, -1.42], [3.76, -1.65, 0.97], [-1.85, 2.72, 0.41], [-1.93, -1.24, -0.56], [-5.72, -0.01, -6.00], [4.15, 0.97, 5.60], [1.01, 1.13, 0.40], [1.41, -2.46, 0.53], [0.16, 0.41, 1.20], [-1.02, -0.04, -1.51]],
  "lowdin_charge": [0.00, -0.07, -0.18, -0.16, -0.30, -0.12, 0.09, 0.03, 0.09, 0.11, 0.08, 0.10, 0.09, 0.10, 0.08, 0.09, 0.06, -0.04, 0.06, -0.06, -0.14, 0.04, 0.07, -0.06, 0.06, -0.08, -0.06, -0.02, 0.07, -0.10, 0.08, 0.10, -0.05, 0.04, -0.02, -0.06, 0.02, 0.12, -0.05, -0.07, 0.00, -0.10, 0.04, 0.10]
}